[1]
Formula: C16H16F2N4O
Source: the Open Molecules 2025 dataset
Level of theory: the ωB97M-V functional and the def2-TZVPD basis

Spin multiplicity ... 1
Energy above the lowest of the compared OMol25 structures with the same formula, charge and spin ... 299.60 kcal per mole

Cartesian coordinates (Å):
C: -1.076 -0.343 1.606
H: -0.072 -0.958 1.522
H: -1.733 -0.757 2.077
H: -0.865 0.579 1.968
C: -1.592 -0.269 -0.063
C: -2.963 0.585 0.170
N: -3.369 1.281 1.299
O: -4.494 1.985 0.697
C: -4.889 1.585 -0.496
C: -3.846 0.688 -0.922
H: -3.919 0.431 -1.837
H: -5.874 2.021 -0.880
N: -1.790 -1.447 -0.865
C: -2.476 -2.274 -0.069
H: -3.391 -1.991 0.271
H: -2.891 -3.100 -0.747
H: -1.845 -3.064 0.677
C: -0.711 -1.719 -1.480
C: 0.609 -2.082 -0.860
C: 1.560 -1.455 -0.140
N: 2.245 -2.424 0.366
N: 1.637 -3.533 0.560
C: 0.666 -3.393 -0.281
H: -0.011 -4.309 -0.361
H: 3.133 -2.094 0.745
C: 2.069 -0.081 -0.347
C: 1.909 0.433 -1.530
C: 2.285 2.114 -1.622
C: 2.617 2.547 -0.332
C: 2.853 1.870 0.829
C: 2.475 0.686 0.736
F: 2.555 -0.112 1.829
H: 3.206 2.444 1.666
F: 3.014 3.755 -0.518
H: 2.147 2.439 -2.510
H: 1.615 0.314 -2.385
H: -0.362 -0.792 -2.334
H: -1.029 -2.428 -1.972
H: -0.899 0.588 -0.405


[2]
Formula: C21H28NO
Source: the Open Molecules 2025 dataset
Level of theory: the ωB97M-V functional and the def2-TZVPD basis

SMILES ... C[C@@H]1C[C@H](C)C[N@H+](CCOc2ccccc2-c2ccccc2)C1
Spin multiplicity ... 1
Energy above the lowest of the compared OMol25 structures with the same formula, charge and spin ... 0.00 kcal per mole
Charge ... +1

Cartesian coordinates (Å):
C: -4.013 -2.032 1.545
C: -3.296 -0.777 1.056
C: -4.288 0.331 0.701
C: -3.562 1.559 0.151
C: -4.547 2.644 -0.277
C: -2.696 1.148 -1.040
N: -1.732 0.093 -0.652
C: -0.729 -0.188 -1.702
C: 0.339 0.918 -1.655
O: 0.520 1.288 -0.300
C: 1.853 1.445 0.115
C: 2.325 2.725 0.349
C: 3.635 2.910 0.755
C: 4.472 1.816 0.904
C: 3.996 0.540 0.669
C: 2.675 0.331 0.285
C: 2.164 -1.040 0.092
C: 1.103 -1.504 0.866
C: 0.645 -2.802 0.717
C: 1.224 -3.642 -0.222
C: 2.276 -3.183 -0.999
C: 2.750 -1.894 -0.838
C: -2.443 -1.109 -0.170
H: -4.610 -1.803 2.423
H: -3.301 -2.807 1.811
H: -4.676 -2.421 0.776
H: -2.635 -0.419 1.854
H: -4.858 0.609 1.586
H: -4.997 -0.038 -0.043
H: -2.910 1.968 0.931
H: -5.155 2.951 0.568
H: -4.022 3.517 -0.653
H: -5.210 2.276 -1.056
H: -2.144 2.011 -1.413
H: -3.325 0.756 -1.844
H: -1.156 0.475 0.123
H: -1.205 -0.240 -2.681
H: -0.261 -1.149 -1.477
H: 0.020 1.800 -2.226
H: 1.268 0.548 -2.096
H: 1.662 3.565 0.212
H: 4.002 3.906 0.944
H: 5.497 1.958 1.208
H: 4.640 -0.316 0.801
H: 0.669 -0.853 1.613
H: -0.148 -3.172 1.353
H: 0.869 -4.654 -0.334
H: 2.737 -3.838 -1.722
H: 3.580 -1.541 -1.433
H: -1.706 -1.875 0.079
H: -3.076 -1.482 -0.980


Which formula does entry 1 have? C16H16F2N4O


What is the spin multiplicity in the first record? 1